Entry 1:
# C2H8N5

A 2-piece molecular cluster, C2H8N5 overall at a distorted geometry (ωB97M-V with the def2-TZVPD basis set, the OMol25 dataset).

Geometry (Å):
N (0.219, -0.106, 0.639)
N (1.110, 0.475, 0.197)
H (0.518, -1.757, -0.944)
C (-2.037, 1.394, 0.572)
H (-1.800, 1.668, 1.568)
H (3.033, 0.284, 0.196)
N (0.014, -1.642, -0.067)
H (0.326, -2.204, 0.776)
H (2.233, 1.531, -0.970)
N (-2.655, -0.835, 0.032)
H (-2.191, 2.212, -0.251)
C (2.244, 0.577, -0.557)
H (-1.028, -1.800, -0.095)
H (2.403, -0.028, -1.461)
N (-2.388, 0.231, 0.365)

Summary:
relative energy (zero: lowest compared OMol25 entry of this formula, charge and spin) = 570.4 kJ/mol
spin multiplicity = 1
lowest unoccupied orbital energy = -0.14941 Ha
net charge = +1
E_HOMO = -12.57 eV

Atomic partial charges in e from the Mulliken method, atoms 1 to 8: atom 1 (N): -0.160, atom 2 (N): 0.143, atom 3 (H): 0.331, atom 4 (C): -0.429, atom 5 (H): 0.321, atom 6 (H): 0.313, atom 7 (N): -0.502, atom 8 (H): 0.378

---

Entry 2:
# C5H8O2

One molecule with the formula C5H8O2 (ωB97M-V with the def2-TZVPD basis set, the OMol25 dataset).

Geometry (Å):
C (-0.419, 0.214, -0.068)
C (0.875, 0.515, 0.558)
O (-2.362, -0.342, -0.639)
O (0.520, 1.021, -0.732)
H (2.827, -0.218, 1.230)
H (-1.139, -1.883, 0.075)
C (-1.100, -1.032, -0.620)
H (1.904, -1.409, 0.263)
H (2.597, 0.016, -0.507)
H (0.847, 1.234, 1.384)
C (-1.806, 0.828, -0.016)
H (-2.267, 1.071, 0.946)
H (-1.824, 1.703, -0.679)
C (2.117, -0.345, 0.410)
H (-0.768, -1.373, -1.606)

Summary:
SMILES string = C[C@H]1OC12COC2
relative energy (zero: lowest compared OMol25 entry of this formula, charge and spin) = 273.7 kJ/mol
spin multiplicity = 1
lowest unoccupied orbital energy = 0.03647 Ha
net charge = 0
E_HOMO = -9.90 eV

Atomic partial charges in e from the Mulliken method, atoms 1 to 8: atom 1 (C): 0.644, atom 2 (C): 0.115, atom 3 (O): -0.424, atom 4 (O): -0.537, atom 5 (H): 0.322, atom 6 (H): 0.226, atom 7 (C): -0.444, atom 8 (H): 0.313

---

Entry 3:
# C5H8O

C5H8O as an isolated structure at a distorted geometry (ωB97M-V with the def2-TZVPD basis set, the OMol25 dataset).

Geometry (Å):
C (0.726, 0.100, -0.752)
H (-2.119, -1.217, -0.612)
C (1.084, 0.975, 0.355)
H (-1.178, 1.027, -1.050)
C (-1.719, -0.631, 0.222)
C (1.557, -0.427, 0.520)
C (-0.721, 0.392, -0.282)
O (-0.227, 1.239, 0.789)
H (-2.560, -0.118, 0.707)
H (1.806, 1.775, 0.247)
H (1.088, -0.021, -1.755)
H (2.622, -0.533, 0.328)
H (-1.271, -1.302, 0.961)
H (0.911, -1.259, 0.321)

Summary:
relative energy (zero: lowest compared OMol25 entry of this formula, charge and spin) = 370.7 kJ/mol
spin multiplicity = 1
lowest unoccupied orbital energy = 0.04046 Ha
net charge = 0
E_HOMO = -8.90 eV

Atomic partial charges in e from the Mulliken method, atoms 1 to 8: atom 1 (C): -0.383, atom 2 (H): 0.328, atom 3 (C): 0.046, atom 4 (H): 0.282, atom 5 (C): -1.375, atom 6 (C): -0.886, atom 7 (C): 0.415, atom 8 (O): -0.448

---

Entry 4:
# C39H22F5N2O3PSZn

C39H22F5N2O3PSZn as an isolated structure (ωB97M-V with the def2-TZVPD basis set, the OMol25 dataset).

Geometry (Å):
H (-3.084, -2.006, 0.079)
F (4.737, -1.687, -3.184)
C (-2.971, -4.399, 2.470)
F (1.915, 1.981, -6.023)
H (-3.256, -5.431, 2.636)
C (4.688, 0.838, 1.806)
O (1.379, -2.482, 0.798)
C (4.137, -0.387, 2.019)
C (0.090, -4.293, -2.228)
H (-0.917, 3.606, 4.799)
H (-0.362, 2.234, 2.816)
C (-1.863, -2.402, 3.213)
C (-3.313, 1.235, 5.079)
C (4.500, 3.060, 0.693)
C (4.552, -0.240, -4.999)
H (4.556, -1.115, 2.699)
C (2.130, 2.207, -0.517)
C (-2.152, -1.771, 1.999)
C (-3.274, -3.779, 1.270)
C (-3.239, 0.662, -1.944)
H (-2.129, -0.780, -4.799)
C (-2.482, 0.501, 0.371)
H (-2.785, 2.937, 6.281)
Zn (0.647, -1.477, -0.862)
N (2.350, 0.061, 0.500)
C (-1.936, 0.820, 3.132)
C (-2.269, -3.703, 3.447)
C (4.033, 1.749, 0.941)
C (-1.110, -0.588, -1.529)
H (4.181, 4.895, -0.341)
C (-2.237, 0.184, -1.021)
C (-3.567, 1.261, 0.747)
C (-1.157, -0.891, -2.878)
C (-2.558, 2.357, 5.395)
C (-3.175, 0.317, -3.310)
H (-4.150, 0.951, 5.708)
C (-2.167, -0.475, -3.758)
C (-3.006, 0.474, 3.960)
C (2.843, 1.314, 0.312)
H (-3.736, 1.485, 1.790)
C (-1.504, 2.724, 4.570)
F (4.411, 1.252, -6.852)
H (-0.353, -1.488, -3.297)
P (-1.360, -0.149, 1.661)
C (-2.864, -2.472, 1.031)
H (1.211, 1.851, -0.962)
C (2.605, 1.068, -5.311)
O (2.748, -2.725, 2.559)
C (2.053, 0.519, -4.175)
S (-0.419, -5.718, -2.831)
H (-5.047, 1.792, -2.241)
C (3.866, 0.703, -5.741)
F (5.780, -0.621, -5.402)
C (-1.194, 1.956, 3.456)
C (4.002, -0.784, -3.860)
C (2.715, -0.442, -3.349)
H (-3.949, 0.675, -3.982)
O (2.260, -0.940, -2.277)
C (-4.330, 1.446, -1.503)
C (2.315, -2.114, 1.574)
H (-1.999, -4.189, 4.377)
H (-3.799, -4.323, 0.493)
F (0.817, 0.929, -3.830)
C (-4.493, 1.747, -0.189)
H (-1.277, -1.881, 3.961)
C (2.958, -0.744, 1.319)
H (-5.343, 2.329, 0.148)
H (-3.606, -0.394, 3.718)
N (0.443, -3.262, -1.815)
C (3.812, 3.895, -0.143)
H (5.407, 3.395, 1.185)
H (5.609, 1.139, 2.294)
H (2.071, 4.140, -1.400)
C (2.612, 3.465, -0.749)

Summary:
relative energy (zero: lowest compared OMol25 entry of this formula, charge and spin) = 87.3 kJ/mol
spin multiplicity = 1
lowest unoccupied orbital energy = 0.14900 Ha
net charge = -2
E_HOMO = -2.53 eV

Atomic partial charges in e from the Mulliken method, atoms 1 to 8: atom 1 (H): 0.289, atom 2 (F): -0.343, atom 3 (C): -0.475, atom 4 (F): -0.340, atom 5 (H): 0.344, atom 6 (C): -0.859, atom 7 (O): -0.485, atom 8 (C): -0.620

---

Entry 5:
# C2H7OPS

One molecule with the formula C2H7OPS at a distorted geometry (ωB97M-V with the def2-TZVPD basis set, the OMol25 dataset).

Geometry (Å):
H (0.330, 0.001, 1.361)
H (0.706, 2.174, 0.386)
O (-1.713, 1.400, 1.096)
H (-0.707, -1.441, 1.423)
S (-1.139, 0.508, -0.159)
H (-0.486, 2.781, -1.048)
C (0.557, -1.467, -0.392)
H (1.483, -1.016, -0.889)
P (0.493, 1.800, -0.918)
H (0.814, -2.521, -0.257)
C (-0.161, -0.733, 0.690)
H (-0.178, -1.486, -1.293)

Summary:
SMILES string = CCS(=O)#[PH2]
relative energy (zero: lowest compared OMol25 entry of this formula, charge and spin) = 341.1 kJ/mol
spin multiplicity = 1
lowest unoccupied orbital energy = 0.01403 Ha
net charge = 0
E_HOMO = -8.84 eV

Atomic partial charges in e from the Mulliken method, atoms 1 to 8: atom 1 (H): 0.296, atom 2 (H): 0.116, atom 3 (O): -0.597, atom 4 (H): 0.314, atom 5 (S): 0.250, atom 6 (H): 0.116, atom 7 (C): -1.019, atom 8 (H): 0.285

---

Entry 6:
# C40H36KNO5S5Sb

C40H36KNO5S5Sb as an isolated structure (ωB97M-V with the def2-TZVPD basis set, the OMol25 dataset).

Geometry (Å):
H (-5.916, -2.773, 1.321)
H (-2.066, -4.557, -1.200)
O (2.915, 1.126, 1.371)
C (1.330, -4.249, -0.032)
H (2.781, 4.077, -1.127)
H (1.098, 3.504, -0.973)
H (4.119, 0.497, -1.407)
C (-5.065, -3.208, 0.811)
Sb (-2.387, 0.640, -1.498)
C (4.247, -2.217, 1.221)
C (-2.526, 1.841, 2.556)
C (-6.648, -4.773, -0.365)
H (0.579, -6.815, 5.260)
C (2.166, -3.181, -0.259)
O (1.556, 0.970, -0.983)
C (0.655, -4.506, 1.276)
C (-1.071, -3.987, 2.901)
C (1.062, -6.677, 4.299)
H (2.767, -6.153, 0.868)
C (0.543, -5.699, 3.420)
K (0.504, 0.549, 1.340)
S (2.517, -1.861, 0.914)
H (1.952, 3.274, -2.490)
S (-1.346, -1.182, -2.529)
C (-0.120, -7.051, -2.038)
H (0.994, 1.126, -1.757)
S (-4.669, 0.381, -0.982)
H (-1.036, -5.055, 4.745)
H (-0.790, -7.891, -1.903)
C (1.257, -5.719, -3.485)
C (5.989, -3.652, 2.010)
H (4.794, -0.211, 0.728)
H (-4.324, -5.517, -1.542)
C (-2.729, -3.212, 0.334)
C (2.079, 3.293, -1.403)
O (-1.260, -1.322, 1.411)
C (-2.907, -4.220, -0.605)
N (-1.426, 2.157, 2.660)
H (2.785, -3.509, -3.581)
H (4.598, 2.186, -1.693)
C (3.775, 1.474, -1.758)
S (-1.799, 2.658, -2.440)
H (-1.921, -3.364, 3.153)
H (6.315, -4.610, 2.401)
C (1.034, -5.125, -1.126)
H (3.464, 1.373, -2.802)
O (3.871, 3.061, 0.762)
H (8.679, -2.268, 3.001)
C (-3.899, 1.412, 2.367)
C (1.582, -4.865, -2.407)
C (6.927, -2.640, 1.806)
C (2.686, -2.910, -1.545)
C (-3.799, -2.681, 1.024)
H (-7.367, -4.387, 0.357)
C (2.767, -7.239, 2.701)
C (-5.266, -4.242, -0.092)
S (-1.098, -2.524, 0.534)
H (7.205, -0.603, 1.187)
H (2.538, -8.176, 4.634)
C (2.149, -7.431, 3.951)
H (1.667, -5.492, -4.462)
H (-4.581, 2.234, 2.584)
C (6.493, -1.410, 1.324)
C (5.153, -1.186, 1.037)
C (4.651, -3.445, 1.723)
H (-6.983, -4.474, -1.361)
O (1.795, -2.120, 2.184)
H (-3.636, -1.828, 1.669)
H (3.269, -2.007, -1.689)
C (0.173, -6.239, -0.976)
H (8.583, -3.907, 2.353)
C (1.167, -5.502, 2.162)
H (3.628, -7.838, 2.430)
C (-0.461, -3.804, 1.645)
C (2.592, 1.948, -0.908)
H (-4.114, 0.575, 3.032)
H (0.176, -7.430, -4.144)
H (3.918, -4.223, 1.899)
C (-0.580, -4.909, 3.772)
H (-6.671, -5.864, -0.321)
C (0.427, -6.790, -3.308)
C (2.411, -3.732, -2.590)
C (3.153, 2.067, 0.565)
H (-0.271, -6.437, -0.008)
H (-4.049, 1.099, 1.320)
C (-4.172, -4.740, -0.800)
C (8.381, -2.859, 2.132)
C (2.288, -6.299, 1.829)
H (9.021, -2.558, 1.300)

Summary:
relative energy (zero: lowest compared OMol25 entry of this formula, charge and spin) = 47.7 kJ/mol
spin multiplicity = 2
lowest unoccupied orbital energy (spin up / spin down) = 0.13028 / 0.13027 Ha
net charge = -2
E_HOMO (spin up / spin down) = -0.32 / -1.48 eV

Atomic partial charges in e from the Mulliken method, atoms 1 to 8: atom 1 (H): 0.249, atom 2 (H): 0.498, atom 3 (O): -0.672, atom 4 (C): 0.115, atom 5 (H): 0.403, atom 6 (H): 0.316, atom 7 (H): 0.180, atom 8 (C): -0.922

---

Entry 7:
# C4H8O2

One molecule with the formula C4H8O2 at a distorted geometry (ωB97M-V with the def2-TZVPD basis set, the OMol25 dataset).

Geometry (Å):
C (-2.105, 0.087, 1.094)
H (1.419, 0.808, -1.844)
C (-0.335, -0.955, 0.033)
H (1.202, 1.542, -0.253)
H (1.619, -1.478, -0.807)
O (-1.166, -1.032, 1.135)
C (1.235, -0.691, -0.148)
H (-2.756, 0.025, 1.968)
O (-0.752, -0.463, -0.979)
H (2.742, 0.794, -0.675)
H (-1.528, 1.018, 1.132)
H (1.650, -0.746, 0.839)
C (1.649, 0.690, -0.777)
H (-2.703, 0.094, 0.181)

Summary:
SMILES string = CCC(=O)OC
relative energy (zero: lowest compared OMol25 entry of this formula, charge and spin) = 214.0 kJ/mol
spin multiplicity = 1
lowest unoccupied orbital energy = 0.03680 Ha
net charge = 0
E_HOMO = -9.77 eV

Atomic partial charges in e from the Mulliken method, atoms 1 to 8: atom 1 (C): -0.630, atom 2 (H): 0.279, atom 3 (C): 0.531, atom 4 (H): 0.297, atom 5 (H): 0.272, atom 6 (O): -0.366, atom 7 (C): -0.374, atom 8 (H): 0.256

---

Entry 8:
# C25H48BN3O7S2

A 2-piece molecular cluster, C25H48BN3O7S2 overall at a distorted geometry (ωB97M-V with the def2-TZVPD basis set, the OMol25 dataset).

Geometry (Å):
C (5.239, -1.579, 1.411)
H (2.949, -0.995, 3.955)
C (2.507, -0.421, -4.983)
H (-3.089, 0.365, 2.038)
H (1.197, -4.238, -1.837)
H (0.243, 0.304, 1.762)
N (-7.067, -3.298, -3.237)
H (3.424, 0.200, -4.947)
H (3.182, -2.017, 1.777)
H (5.349, -2.390, 0.689)
C (4.094, -1.873, 2.366)
H (-6.456, 1.427, 1.142)
H (-0.335, -1.708, 0.024)
C (0.726, -3.666, -0.988)
H (5.860, -0.084, 3.765)
H (-4.858, -0.255, -0.233)
C (-6.480, -1.194, -3.066)
S (0.424, 3.065, -0.419)
O (1.375, 4.152, -0.172)
O (1.306, -2.351, -1.015)
H (1.757, -0.462, -5.796)
H (-4.869, 2.128, 2.445)
O (-0.855, 3.718, -0.752)
H (4.708, 0.341, 5.007)
H (5.050, -0.655, 0.856)
H (1.837, 2.784, -2.322)
H (-2.233, 2.078, -2.204)
N (-6.619, -2.330, -2.368)
H (-1.686, 0.351, -2.418)
H (-1.532, 0.814, 2.807)
C (-2.712, 2.519, 2.009)
H (-6.663, -0.533, -0.291)
B (-0.110, 1.950, -2.986)
H (-2.121, 1.360, -3.838)
H (-0.352, -1.155, -1.685)
H (1.835, -0.446, 0.393)
O (2.628, -1.749, -4.222)
C (5.007, -0.468, 4.333)
H (4.059, -1.418, 6.795)
H (3.392, 0.729, -2.885)
C (1.002, -0.019, -0.244)
C (3.846, -0.753, 3.377)
C (5.470, -1.663, 5.166)
H (4.788, -3.025, 6.698)
H (6.332, -1.352, 5.766)
C (0.079, 0.778, 0.752)
N (2.855, 1.525, -0.450)
O (0.251, 2.330, -4.298)
O (-6.805, -1.352, -4.398)
C (1.902, -0.691, -3.518)
C (-6.073, 1.615, 0.102)
H (3.612, 0.171, 2.834)
O (0.386, 2.179, 0.954)
H (-4.765, 3.322, -0.375)
H (3.527, -2.567, 5.556)
C (-7.151, -2.690, -4.421)
H (3.273, -0.760, -1.747)
C (-1.476, 0.692, 0.522)
H (0.758, -0.761, -3.428)
C (-1.603, 1.385, -2.834)
H (5.824, -2.469, 4.517)
H (-0.541, 2.389, -4.856)
H (-6.765, 2.245, -0.509)
H (4.278, -2.820, 2.880)
H (-2.563, 2.853, 3.078)
C (0.328, -1.329, -0.815)
H (-2.114, 3.238, 1.392)
H (-4.481, 3.778, 1.872)
H (3.428, 2.080, -1.096)
C (4.395, -2.197, 6.105)
C (-4.657, 2.370, 0.216)
H (-0.387, -3.617, -1.065)
H (-1.874, -0.311, 0.244)
C (2.733, 0.051, -2.288)
H (6.190, -1.476, 1.937)
S (-5.930, 0.383, -2.403)
H (-3.933, 1.733, -0.350)
C (-5.841, 0.184, -0.553)
H (3.492, 0.808, -0.091)
C (-2.184, 1.034, 1.927)
C (-4.243, 2.688, 1.701)
C (1.045, 2.106, -1.892)
C (1.789, 0.845, -1.330)
H (-1.880, 1.481, -0.164)
H (-7.499, -3.220, -5.329)
H (1.075, -4.195, -0.053)

Summary:
SMILES string = COC[C@@H]1[C@H](CCCCCCCSc2nnco2)OS(=O)(=O)[C@H](B(C)O)[C@]1(N)C[C@H]1CO1.CCCCCC
spin multiplicity = 1
lowest unoccupied orbital energy = 0.01018 Ha
net charge = 0
E_HOMO = -9.02 eV

Atomic partial charges in e from the Mulliken method, atoms 1 to 8: atom 1 (C): -1.142, atom 2 (H): 0.432, atom 3 (C): -0.902, atom 4 (H): 0.441, atom 5 (H): 0.255, atom 6 (H): 0.597, atom 7 (N): -0.507, atom 8 (H): 0.282

---

Copy entry 5 word for word.
# C2H7OPS

One molecule with the formula C2H7OPS at a distorted geometry (ωB97M-V with the def2-TZVPD basis set, the OMol25 dataset).

Geometry (Å):
H (0.330, 0.001, 1.361)
H (0.706, 2.174, 0.386)
O (-1.713, 1.400, 1.096)
H (-0.707, -1.441, 1.423)
S (-1.139, 0.508, -0.159)
H (-0.486, 2.781, -1.048)
C (0.557, -1.467, -0.392)
H (1.483, -1.016, -0.889)
P (0.493, 1.800, -0.918)
H (0.814, -2.521, -0.257)
C (-0.161, -0.733, 0.690)
H (-0.178, -1.486, -1.293)

Summary:
SMILES string = CCS(=O)#[PH2]
relative energy (zero: lowest compared OMol25 entry of this formula, charge and spin) = 341.1 kJ/mol
spin multiplicity = 1
lowest unoccupied orbital energy = 0.01403 Ha
net charge = 0
E_HOMO = -8.84 eV

Atomic partial charges in e from the Mulliken method, atoms 1 to 8: atom 1 (H): 0.296, atom 2 (H): 0.116, atom 3 (O): -0.597, atom 4 (H): 0.314, atom 5 (S): 0.250, atom 6 (H): 0.116, atom 7 (C): -1.019, atom 8 (H): 0.285

---

> What is the formula in the seventh record?

C4H8O2